[1]
C20H16Cl2N2O3 in the gas phase. Source: the Open Molecules 2025 dataset; level of theory: wB97M-V/def2-TZVPD.

Structure (ORCA input):
```
! wB97M-V def2-TZVPD RIJCOSX def2/J DEFGRID3
* xyz 0 1
O 3.2701 -1.9025 0.0217
Cl -5.1569 3.3145 -3.2757
Cl -2.7627 -4.8446 -2.5789
N 1.6431 1.9595 0.5386
N 0.4760 2.1582 -0.0706
O 3.2994 0.6983 5.1068
O 3.1522 0.6412 1.8105
C 2.1519 -1.6138 0.4836
C 2.1262 0.7808 0.8553
C -0.2908 1.1613 -0.5515
C -3.5095 3.0535 -1.2191
C -2.9067 1.8244 -3.1810
C -0.7664 -3.1803 -2.4615
C -2.4839 -2.6125 -0.9155
C -2.3822 2.5244 -0.5591
C -1.7519 1.3832 -2.5470
C -0.0015 -2.0943 -1.9667
C -1.7682 -1.5236 -0.4477
C -3.8378 2.6191 -2.5282
C -1.9535 -3.4465 -1.9304
C 1.5580 -0.3181 0.2548
C -1.4604 1.6273 -1.1975
C -0.5125 -1.3112 -0.8933
C 0.2307 -0.1497 -0.3720
C 1.5161 -2.7073 1.2545
C 3.8779 1.5141 4.1017
C 3.0278 1.6678 2.8307
H 3.0033 -0.0963 4.7017
H -4.2273 3.7509 -0.6834
H -3.3136 1.5745 -4.2118
H -0.2777 -3.8235 -3.1943
H -3.5074 -2.8363 -0.6593
H -2.2710 3.0328 0.4157
H -1.0895 0.7560 -3.0477
H 1.0078 -1.8323 -2.3295
H -2.1107 -0.9310 0.3503
H 2.1997 -3.5488 1.2083
H 1.3335 -2.2690 2.2731
H 0.5117 -2.8840 0.7663
H 3.9034 2.4765 4.6134
H 4.7976 1.0392 3.7894
H 2.0497 1.7522 3.1533
H 3.2062 2.6158 2.2922
*
```

SMILES string: CC(=O)c1c(OCCO)nnc(-c2ccc(Cl)cc2)c1-c1ccc(Cl)cc1
Relative energy (zero: lowest compared OMol25 entry of this formula, charge and spin): 1.6531 eV
Kohn-Sham gap: 8.521 eV
HOMO level: -9.03 eV

[2]
C20H16ClN5O4S2 in the gas phase. Source: the Open Molecules 2025 dataset; level of theory: wB97M-V/def2-TZVPD.

Structure (ORCA input):
```
! wB97M-V def2-TZVPD RIJCOSX def2/J DEFGRID3
* xyz 0 1
C 2.5754 2.1505 4.2439
H 1.6481 1.7977 3.7981
H 2.4176 3.1532 4.6323
H 3.3388 2.1930 3.4711
C 3.0111 1.2153 5.3706
C 3.2381 -0.1647 4.8794
N 4.3407 -0.8037 4.9683
N 4.3198 -2.0348 4.4684
C 3.1733 -2.3657 3.9798
N 2.8958 -3.5501 3.3753
H 3.6261 -4.2438 3.4256
S 1.3085 -4.1281 3.1899
O 1.4623 -5.5286 2.9674
O 0.5078 -3.6605 4.2760
C 0.8308 -3.3149 1.6815
C -0.0591 -2.2588 1.7115
C -0.4033 -1.6197 0.5358
C 0.1445 -2.0476 -0.6776
C 1.0353 -3.1297 -0.6865
C 1.3788 -3.7590 0.4910
H 2.0540 -4.5989 0.5066
H 1.4485 -3.4637 -1.6263
N -0.1528 -1.4642 -1.8913
C -0.9094 -0.3959 -2.1482
C -1.1121 0.0571 -3.4331
C -1.9205 1.2227 -3.6743
N -2.1894 1.7325 -4.8360
C -2.9744 2.8263 -4.5797
C -3.5570 3.7553 -5.4310
C -4.2979 4.7569 -4.8336
C -4.4667 4.8506 -3.4504
C -3.8902 3.9278 -2.5972
C -3.1469 2.9217 -3.1818
O -2.4693 1.8903 -2.6154
H -4.0145 3.9923 -1.5287
H -5.0566 5.6586 -3.0485
Cl -5.0505 5.9501 -5.8316
H -3.4326 3.6922 -6.4984
C -0.5212 -0.6068 -4.5744
O 0.1940 -1.5945 -4.5073
H -0.7663 -0.1455 -5.5400
H -1.3699 0.1287 -1.3214
H 0.2511 -1.8838 -2.7436
H -1.1010 -0.7988 0.5667
H -0.4776 -1.9559 2.6578
S 1.9577 -1.1130 4.0972
H 3.9424 1.5641 5.8185
H 2.2387 1.1937 6.1435
*
```

SMILES string: CCc1nnc(NS(=O)(=O)c2ccc(N/C=C(\C=O)c3nc4cc(Cl)ccc4o3)cc2)s1
Kohn-Sham gap: 7.438 eV
HOMO level: -8.37 eV

[3]
A molecular structure, C20H16F28NO6S2. Source: the Open Molecules 2025 dataset; level of theory: wB97M-V/def2-TZVPD.

Structure (ORCA input):
```
! wB97M-V def2-TZVPD RIJCOSX def2/J DEFGRID3
* xyz -1 1
O 1.6225 -0.7591 -0.2293
S 2.3334 -0.6723 -1.4957
O 3.6567 -0.0806 -1.3964
C 1.3907 0.4679 -2.5231
C -0.0398 0.6870 -2.0271
C -0.6619 1.8258 -2.7635
F -0.0377 3.0232 -2.6407
C -1.7337 1.7442 -3.5507
F -2.0227 2.6248 -4.5026
F -2.6339 0.7690 -3.4215
N 2.4835 -2.0765 -2.2407
S 1.1771 -2.8518 -2.7405
O 1.6168 -4.0878 -3.3498
O 0.2640 -2.0403 -3.5255
C 0.2311 -3.3633 -1.3047
C 1.1151 -3.9426 -0.2070
C 0.3989 -4.8531 0.7614
F 1.3009 -5.2969 1.6917
F -0.0883 -5.9668 0.1335
C -0.8008 -4.2902 1.5781
F -1.0809 -5.1944 2.5610
F -1.8840 -4.1978 0.7745
C -0.5866 -2.9423 2.3017
F -0.5210 -1.9504 1.4094
F 0.5690 -2.9891 2.9815
C -1.7363 -2.5923 3.3254
F -2.8461 -3.2878 3.1043
F -2.0439 -1.3028 3.2237
F -1.3360 -2.8190 4.5701
H 1.9513 1.4035 -2.4509
H 1.4120 0.1535 -3.5652
H -0.6280 -0.2135 -2.2135
H -0.0484 0.8708 -0.9502
H -0.3991 -2.5377 -0.9777
H -0.4325 -4.1401 -1.6969
H 1.6319 -3.1679 0.3594
H 1.8892 -4.5609 -0.6723
C 6.6083 -0.5459 2.5094
C 5.8369 -1.5996 1.6982
C 4.3470 -1.3575 1.4475
F 3.6686 -1.3585 2.6219
F 3.8693 -2.3485 0.6793
F 6.0323 -2.8241 2.2438
F 6.4210 -1.6008 0.4681
O 6.8601 -0.8222 3.8799
C 6.0198 -0.4439 4.8802
C 5.5125 -1.6573 5.6690
F 4.8120 -2.4837 4.8759
F 4.7007 -1.2217 6.6627
F 5.0129 0.3314 4.4569
F 6.7476 0.2965 5.7605
H 7.6018 -0.5405 2.0648
H 6.1940 0.4516 2.3655
H 4.1822 -0.4121 0.9240
H 6.3567 -2.1980 6.1013
C -5.1424 5.6042 -1.0334
C -5.6700 6.6045 -2.0757
C -7.1825 6.6750 -2.3111
F -7.6577 5.5183 -2.8079
F -7.4327 7.6525 -3.2144
F -5.0338 6.4348 -3.2502
F -5.3382 7.8432 -1.5978
O -4.6053 4.3887 -1.5057
C -5.3619 3.2629 -1.6774
C -5.3274 2.7944 -3.1340
F -5.8299 3.7440 -3.9507
F -6.0937 1.6870 -3.2628
F -6.6227 3.4225 -1.2339
F -4.8008 2.2815 -0.9417
H -4.2867 6.1107 -0.5893
H -5.8640 5.4469 -0.2310
H -7.7060 6.9156 -1.3818
H -4.3098 2.5555 -3.4400
*
```

Kohn-Sham gap: 8.769 eV
HOMO level: -6.83 eV

[4]
A molecular structure, C20H16F2IN3O2SV. Source: the Open Molecules 2025 dataset; level of theory: wB97M-V/def2-TZVPD.

Structure (ORCA input):
```
! wB97M-V def2-TZVPD RIJCOSX def2/J DEFGRID3
* xyz 0 4
V -0.9715 0.3616 -0.3552
F -0.6465 5.2406 2.1144
C -0.7349 4.5094 0.9790
C -0.8571 3.1419 1.0579
C -0.9462 2.3715 -0.1128
C -0.8896 3.0535 -1.3518
C -0.7803 4.4372 -1.3643
F -0.7409 5.1073 -2.5463
C -0.6978 5.1956 -0.2213
C -0.9674 2.1852 -2.5460
C -1.0558 2.5899 -3.8775
C -1.1798 1.6494 -4.8826
C -1.1916 0.2975 -4.5628
C -1.0689 -0.0530 -3.2404
N -0.9793 0.8527 -2.2437
H -0.8863 2.6886 2.0423
H -0.6085 6.2715 -0.2629
H -1.0387 3.6429 -4.1077
H -1.2648 1.9683 -5.9140
H -1.2814 -0.4690 -5.3207
H -1.0336 -1.0906 -2.9346
I 5.6963 -3.9587 3.2779
C 4.1558 -3.0224 2.2383
C 3.6686 -1.8018 2.6921
C 2.6451 -1.1793 1.9885
C 2.1032 -1.7802 0.8614
C 2.5953 -3.0021 0.4232
C 3.6337 -3.6270 1.1025
C 0.9809 -1.1210 0.1263
O 0.1365 -1.7864 -0.5261
O 0.8943 0.1522 0.2061
H 4.0877 -1.3378 3.5752
H 2.2685 -0.2148 2.3038
H 2.1615 -3.4601 -0.4567
H 4.0293 -4.5715 0.7523
C -1.0426 -2.5446 3.0601
N -1.6644 -1.4066 2.4002
C -2.3296 -1.4841 1.2480
N -2.3605 -2.6822 0.6402
S -3.1520 -0.1117 0.6226
H -0.6522 -2.2141 4.0178
H -0.2055 -2.9280 2.4736
H -1.7667 -3.3428 3.2293
H -1.7861 -0.5402 2.9014
H -1.6026 -3.3269 0.8123
H -2.6737 -2.6601 -0.3190
*
```

Relative energy (zero: lowest compared OMol25 entry of this formula, charge and spin): 0.0000 eV
Kohn-Sham gap (alpha / beta): 6.493 / 8.333 eV
HOMO level (alpha / beta): -6.33 / -8.18 eV
⟨S²⟩: 3.7714

What did we get for max |F|? Answer: 4.68, 1.82, 1.11, 1.84 eV/A, in the order shown.
What did we get for total energy? Answer: -55163.875, -70832.416, -132536.762, -79625.232 eV, in the order shown.